[1]
# C45H54N4NiOS4SeSi

A molecular structure, C45H54N4NiOS4SeSi in a non-equilibrium geometry (ωB97M-V with the def2-TZVPD basis set, the Open Molecules 2025 dataset).

The value obtained for the gap between HOMO and LUMO (alpha / beta) is 6.0 / 6.0 eV. As for the electronic energy: -7833.109698 hartree. Its LUMO energy (alpha / beta) is 0.0025 / 0.0025 eV. The value obtained for the largest force on an atom is 1.01 eV/Å.

```
! wB97M-V def2-TZVPD RIJCOSX def2/J DEFGRID3
* xyz 0 1
Ni -0.5048 -0.1657 -0.2458
N -0.6289 0.1262 1.6543
S 0.0305 -0.1861 2.8801
N 1.4408 -1.1125 2.9424
S 2.8509 -0.5907 2.7470
N 3.2484 0.4227 1.6742
S 2.9492 0.2842 0.0085
N 1.6196 0.2370 -0.5384
C 3.9211 1.7355 -0.3908
C 3.3833 2.4899 -1.4172
C 4.0328 3.6554 -1.8069
C 5.2006 4.0480 -1.1704
C 5.7262 3.2877 -0.1300
C 5.0812 2.1278 0.2708
C 4.0193 -1.0834 -0.4509
C 3.3853 -2.3215 -0.4390
C 4.0993 -3.4489 -0.8174
C 5.4247 -3.3361 -1.2186
C 6.0412 -2.0919 -1.2495
C 5.3414 -0.9552 -0.8640
C 3.4884 0.1946 4.2189
C 4.1421 1.4064 4.1514
C 4.6575 1.9501 5.3255
C 4.5216 1.2716 6.5241
C 3.8591 0.0496 6.5714
C 3.3336 -0.4958 5.4115
C 3.8175 -2.0880 2.7097
C 3.2315 -3.3157 2.9559
C 4.0397 -4.4483 2.9421
C 5.3961 -4.3309 2.6856
C 5.9639 -3.0875 2.4417
C 5.1718 -1.9511 2.4585
C 0.4996 1.2611 3.8210
C 0.7435 1.2716 5.1890
C 1.1628 2.4514 5.7859
C 1.3423 3.5954 5.0139
C 1.0997 3.5672 3.6472
C 0.6710 2.3933 3.0410
C -0.8934 -1.1917 4.0222
C -1.8823 -0.5928 4.7871
C -2.7245 -1.3954 5.5445
C -2.5813 -2.7763 5.5181
C -1.6058 -3.3641 4.7231
C -0.7558 -2.5740 3.9624
H 2.4525 2.1624 -1.8687
H 3.6184 4.2601 -2.6032
H 5.7007 4.9583 -1.4763
H 6.6327 3.6042 0.3713
H 5.4651 1.5360 1.0925
H 2.3368 -2.4019 -0.1543
H 3.6047 -4.4131 -0.8102
H 5.9762 -4.2187 -1.5192
H 7.0685 -2.0013 -1.5809
H 5.8218 0.0116 -0.9066
H 4.2218 1.9185 3.2014
H 5.1627 2.9071 5.2955
H 4.9308 1.6967 7.4325
H 3.7476 -0.4749 7.5116
H 2.8049 -1.4428 5.4281
H 2.1647 -3.3787 3.1170
H 3.5996 -5.4205 3.1219
H 6.0192 -5.2164 2.6680
H 7.0215 -3.0017 2.2295
H 5.5955 -0.9732 2.2615
H 0.6127 0.3725 5.7792
H 1.3526 2.4781 6.8520
H 1.6685 4.5144 5.4849
H 1.2349 4.4603 3.0499
H 0.4548 2.3340 1.9796
H -2.0061 0.4838 4.7829
H -3.5000 -0.9397 6.1462
H -3.2464 -3.3976 6.1049
H -1.5203 -4.4427 4.6743
H -0.0328 -3.0162 3.2898
C -3.5660 -2.5923 0.9896
Si -2.2788 -3.6269 0.1129
C -2.9299 -3.9530 -1.6082
C -2.1676 -5.2882 0.9753
Se -0.2646 -2.6804 0.1189
H -4.4332 -3.2070 1.2599
H -3.9083 -1.7798 0.3418
H -3.1624 -2.1428 1.8981
H -3.8474 -4.5530 -1.5634
H -2.1896 -4.4943 -2.2039
H -3.1602 -3.0148 -2.1223
H -3.1541 -5.7664 1.0291
H -1.7821 -5.1770 1.9939
H -1.4907 -5.9530 0.4300
C -2.8866 2.3025 0.9316
C -2.4185 2.0889 -0.5047
C -2.6891 3.3628 -1.3160
C -0.9500 1.6812 -0.6047
H -3.9513 2.5543 0.9642
H -2.3321 3.1336 1.3864
H -2.7182 1.4141 1.5418
H -3.0240 1.2870 -0.9439
H -2.0758 4.1864 -0.9321
H -3.7395 3.6721 -1.2587
H -2.4341 3.2185 -2.3696
H -0.3197 2.3299 0.0163
H -0.6226 1.7829 -1.6441
C 1.0138 -1.9643 -3.0741
S -0.7473 -1.6816 -3.0354
C -0.9143 -1.0637 -4.6963
O -0.9736 -0.4253 -2.2239
H 1.2551 -2.5099 -3.9885
H 1.2642 -2.5496 -2.1914
H 1.5020 -0.9885 -3.0351
H -0.7980 -1.8911 -5.3987
H -0.1657 -0.2889 -4.8665
H -1.9156 -0.6433 -4.7722
*
```

Löwdin atomic charge list, values in e, 2 entries: Ni 0.03; N -0.26

=====

[2]
# C45H54N9O5RbS

A molecular structure, C45H54N9O5RbS (ωB97M-V with the def2-TZVPD basis set, the Open Molecules 2025 dataset).

The value obtained for the gap between HOMO and LUMO is 4.9 eV. As for the electronic energy: -3038.271154 hartree. Its LUMO energy is 3.4746 eV. The value obtained for the largest force on an atom is 0.69 eV/Å.

```
! wB97M-V def2-TZVPD RIJCOSX def2/J DEFGRID3
* xyz -2 1
Rb -0.5918 -0.3122 0.2466
C 1.6533 -2.6544 2.2144
N 0.2480 -2.3616 2.3199
C -0.0837 -1.7486 3.5932
C -0.5752 -3.5466 2.0848
C -0.3716 -4.1997 0.7262
C -0.1448 -5.5763 0.7173
C -0.0317 -6.2800 -0.4788
C -0.1518 -5.5740 -1.6660
C -0.3642 -4.1940 -1.6244
C -0.4784 -3.4214 -0.4555
H 1.9832 -3.4135 2.9553
H 2.2266 -1.7395 2.3898
H 1.8665 -3.0354 1.2133
H 0.1937 -2.4030 4.4435
H -1.1588 -1.5658 3.6287
H 0.4385 -0.7946 3.6958
H -1.6163 -3.2292 2.1951
H -0.3742 -4.2919 2.8832
H -0.0635 -6.1134 1.6610
H 0.1458 -7.3510 -0.4776
H -0.0685 -6.0911 -2.6201
H -0.4481 -3.7061 -2.6030
N -1.0912 2.4016 1.0483
C -1.5584 3.1530 2.1092
C -2.8893 3.5872 2.1427
C -3.3659 4.3803 3.1679
C -2.5171 4.7540 4.2021
C -1.2028 4.3075 4.1838
C -0.6768 3.5179 3.1601
C 0.7471 3.0324 3.2305
C 1.6667 3.7801 3.9830
C 2.9748 3.3503 4.1556
C 3.3766 2.1568 3.5669
C 2.4660 1.4501 2.7868
C 1.1385 1.8466 2.5549
H -1.7894 1.8072 0.6182
H -0.2192 1.9127 1.3770
H -3.5528 3.2516 1.3530
H -4.4072 4.6837 3.1736
H -2.8794 5.3524 5.0301
H -0.5679 4.5524 5.0266
H 1.3751 4.7244 4.4323
H 3.6707 3.9442 4.7397
H 4.3965 1.8004 3.6968
H 2.8311 0.5467 2.2950
O -0.9501 1.4479 -2.2310
C -0.7733 2.7518 -2.7504
C 0.1708 2.8075 -3.9444
C 1.5731 2.2717 -3.6323
C 2.2407 3.0913 -2.5636
C 2.9709 4.2380 -2.8668
C 3.5056 4.9858 -1.8298
C 3.2834 4.5764 -0.5253
C 2.5406 3.4214 -0.3139
N 2.0427 2.6880 -1.3078
H -1.4721 0.9108 -2.8369
H -0.3830 3.3383 -1.9184
H -1.7410 3.1863 -3.0334
H 0.2413 3.8520 -4.2705
H -0.2595 2.2430 -4.7793
H 2.1772 2.2636 -4.5435
H 1.4927 1.2504 -3.2652
H 3.1138 4.5305 -3.9007
H 4.0828 5.8794 -2.0384
H 3.6668 5.1317 0.3203
H 2.3271 3.0651 0.6880
O 1.2620 -1.4663 -3.7259
C 0.3122 -1.3829 -3.1302
C 5.0454 0.6794 -2.1224
C 5.4757 -0.3255 -1.0665
S 4.0195 -1.1312 -0.3529
O 3.4985 -1.9978 -1.4462
C 4.9214 -2.2060 0.7886
C 5.3878 -1.4685 2.0363
H 5.9126 1.0690 -2.6589
H 4.5145 1.5166 -1.6712
H 4.3799 0.2024 -2.8441
H 6.0336 0.1494 -0.2563
H 6.0690 -1.1374 -1.4957
H 5.7413 -2.6672 0.2325
H 4.1943 -2.9804 1.0308
H 6.1466 -0.7178 1.8079
H 5.8206 -2.1725 2.7484
H 4.5563 -0.9645 2.5289
C -3.6296 -2.3277 -0.8864
C -4.0206 -0.9964 -1.4244
N -3.4097 0.1380 -1.2035
C -4.1371 1.1080 -1.8530
C -5.1961 0.5569 -2.5015
N -5.1201 -0.7971 -2.2266
C -5.9176 -1.8262 -2.8182
N -5.7436 -1.8437 -4.2601
N -6.7727 -1.6256 -5.0938
N -6.3573 -1.6403 -6.3065
C -4.9958 -1.8620 -6.2895
C -4.0674 -1.9501 -7.3342
C -2.7551 -2.1586 -6.9888
C -2.3524 -2.2764 -5.6370
C -3.2482 -2.1930 -4.6002
C -4.5876 -1.9902 -4.9659
H -2.6740 -2.2476 -0.3735
H -3.4936 -3.0782 -1.6695
H -4.3616 -2.6923 -0.1622
H -3.8454 2.1456 -1.8091
H -5.9754 0.9708 -3.1192
H -6.9821 -1.6980 -2.6323
H -5.5898 -2.7781 -2.4062
H -4.3804 -1.8500 -8.3650
H -2.0028 -2.2301 -7.7638
H -1.3058 -2.4342 -5.4103
H -2.9271 -2.2718 -3.5703
O -3.6936 -2.1154 2.7330
N -3.9834 -0.9091 2.6141
O -3.2137 -0.2356 1.8990
*
```

Löwdin atomic charge list, values in e, 2 entries: Rb 0.67; C -0.12

=====

Which of these has the lowest electronic energy?
C45H54N4NiOS4SeSi

=====

Among the records above, which one has the lowest electronic energy?
C45H54N4NiOS4SeSi

=====

Which value of electronic energy does entry 2 give?
-3038.271154 hartree

=====

Which formula does entry 2 have?
C45H54N9O5RbS